1.
The following is a DFT calculation (the ωB97M-V functional and the def2-TZVPD basis) of a molecular structure, C32H43CrN6O5S3.

Last column: Mulliken spin population.
Atoms and positions in Å:
Cr -0.1756 -0.0754 -0.2854  3.13
C -1.8993 -2.2329 0.8745  0.04
N -1.8033 -1.5305 -0.4282  -0.18
C -1.6612 -2.5700 -1.4747  0.03
C -3.0274 -0.7306 -0.5998  0.05
C -4.1930 -1.2388 -1.1332  -0.02
C -5.3612 -0.4840 -1.0825  0.02
C -5.3387 0.7434 -0.4391  -0.01
C -4.1604 1.2641 0.0818  0.02
C -2.9611 0.5599 -0.0568  0.03
N -1.6894 0.9608 0.3112  0.00
C -1.3727 2.0174 1.1827  -0.03
C -1.9935 3.2601 1.2625  0.00
C -1.5846 4.1779 2.2214  0.00
C -0.5558 3.8749 3.0998  0.01
C 0.1168 2.6699 2.9723  -0.01
C -0.2758 1.7673 2.0047  0.02
N 0.4260 0.4875 1.7795  -0.11
C 1.9021 0.6616 1.8570  0.01
C 0.0167 -0.4668 2.8350  0.05
H -2.6946 -2.9789 0.8295  0.01
H -2.1418 -1.5182 1.6497  -0.01
H -0.9503 -2.7253 1.0882  0.00
H -2.4374 -3.3270 -1.3453  0.00
H -0.6859 -3.0337 -1.3886  0.00
H -1.7618 -2.1121 -2.4537  0.00
H -4.2173 -2.2268 -1.5738  0.00
H -6.2748 -0.8665 -1.5189  0.00
H -6.2528 1.3171 -0.3443  0.00
H -4.1754 2.2133 0.5927  0.00
H -2.7581 3.5262 0.5467  0.00
H -2.0506 5.1546 2.2604  0.00
H -0.2278 4.6029 3.8278  0.00
H 0.9634 2.4614 3.6148  0.00
H 2.2014 0.8455 2.8908  0.00
H 2.2016 1.5001 1.2344  0.00
H 2.3841 -0.2457 1.5018  0.00
H 0.3945 -0.1253 3.8012  0.00
H 0.4260 -1.4552 2.6216  0.00
H -1.0645 -0.5118 2.8912  0.00
C 4.1544 -1.6578 -0.8089  0.00
C 3.0262 -0.9342 -1.5286  0.01
C 3.4322 -0.5031 -2.9277  0.00
O 2.6289 0.1747 -0.7279  -0.01
C 1.8132 -1.8680 -1.5624  0.00
O 1.6910 -2.6962 -2.4671  0.00
O 0.9662 -1.7306 -0.5972  0.03
H 5.0023 -0.9804 -0.6952  0.00
H 4.4683 -2.5383 -1.3731  0.00
H 3.8250 -1.9745 0.1819  0.00
H 4.3655 0.0628 -2.8895  0.00
H 2.6548 0.1302 -3.3685  0.00
H 3.5673 -1.3759 -3.5650  0.00
H 2.6482 1.0120 -1.2123  0.00
C 1.3155 -2.8380 -5.9515  0.00
C -0.0368 -2.4465 -5.3743  0.00
N 0.0918 -1.4687 -4.2902  0.01
C -0.5960 -0.3424 -4.1477  0.01
S -0.9071 0.4465 -2.6715  -0.07
N -1.1214 0.2572 -5.2466  0.00
C -0.3556 0.4509 -6.4865  0.00
C 0.2166 1.8593 -6.5521  0.00
H 1.1876 -3.6181 -6.7039  0.00
H 1.9638 -3.2227 -5.1622  0.00
H 1.8170 -1.9891 -6.4196  0.00
H -0.5122 -3.3344 -4.9525  0.00
H -0.7046 -2.0520 -6.1340  0.00
H 0.5667 -1.8267 -3.4628  0.01
H -1.6919 1.0514 -4.9932  0.00
H -1.0036 0.2565 -7.3412  0.00
H 0.4501 -0.2749 -6.5088  0.00
H -0.5798 2.6060 -6.5376  0.00
H 0.7863 1.9918 -7.4731  0.00
H 0.8773 2.0454 -5.7036  0.00
O 1.6575 5.8786 2.4303  0.00
S 2.4432 5.4441 1.3078  0.00
O 3.8728 5.5034 1.4133  0.00
N 1.9784 3.9363 0.8256  0.00
C 1.4316 3.9539 -0.3561  0.00
S 0.8636 2.5911 -1.2214  -0.05
C 1.3576 5.3180 -0.9907  0.00
C 0.8476 5.6794 -2.2244  0.00
C 0.9002 7.0191 -2.5909  0.00
C 1.4496 7.9741 -1.7387  0.00
C 1.9616 7.6093 -0.5001  0.00
C 1.9011 6.2746 -0.1582  0.00
H 0.4197 4.9237 -2.8704  0.00
H 0.5097 7.3274 -3.5525  0.00
H 1.4767 9.0126 -2.0432  0.00
H 2.3928 8.3431 0.1688  0.00

Cartesian forces (eV/Å) of the 3 atoms listed first:
0.030 -0.186 -0.371
0.047 -0.042 -0.074
-0.039 0.043 -0.034

Results
* E_LUMO (alpha / beta): -0.035 / 0.012 hartree
* energy above the lowest of the compared OMol25 structures with the same formula, charge and spin: 38.08 kJ/mol
* 2S+1: 4
* E: -113989.2557 eV



2.
The following is a DFT calculation (the ωB97M-V functional and the def2-TZVPD basis) of 2 unconnected molecules or ions with the total composition C2H2N3O2 at a distorted geometry.

Last column: natural (NBO) charge in e.
Atoms and positions in Å:
C 0.9352 0.7170 1.3686  -0.33
C 0.9958 -0.0230 0.1549  0.16
N 1.3955 -0.0366 2.3944  -0.25
N 1.7406 -1.1648 1.9345  -0.03
N 0.2829 0.6791 -1.7698  -0.13
O -0.9627 0.4256 -2.0430  -0.53
O 1.5182 -1.1386 0.5419  -0.34
H 0.2993 1.5980 1.4278  0.19
H 0.3912 1.5384 -1.1866  0.27

Cartesian forces (eV/Å) of the 3 atoms listed first:
-1.165 0.185 -2.034
-0.629 2.061 1.396
-0.329 -0.380 -0.344

Results
* E_LUMO (alpha / beta): 0.166 / 0.166 hartree
* charge: -1
* energy above the lowest of the compared OMol25 structures with the same formula, charge and spin: 583.05 kJ/mol
* E: -10666.7565 eV



3.
The following is a DFT calculation (the ωB97M-V functional and the def2-TZVPD basis) of 4 unconnected molecules or ions with the total composition C5H16O3 at a distorted geometry.

Last column: natural (NBO) charge in e.
Atoms and positions in Å:
C -2.0268 -0.4594 -0.7583  -0.64
C -1.2895 -0.1511 0.5369  -0.52
C 0.0580 0.5348 0.3852  -0.16
C 1.1780 -0.0696 0.8042  -0.74
C 0.1259 2.0310 0.1959  -0.71
H -2.2921 0.2940 -1.4867  0.21
H -1.4401 -1.3453 -1.2277  0.19
H -2.9092 -1.0756 -0.5674  0.20
H -1.9070 0.6585 0.9881  0.19
H -1.3542 -0.9254 1.3010  0.22
H 2.1259 0.4228 1.0659  0.17
H 1.3258 -1.1439 0.9143  0.19
H 1.1215 2.4500 0.0228  0.21
H -0.2694 2.1679 -0.8046  0.21
H -0.4060 2.7304 0.8764  0.20
H 0.2883 0.6312 4.3043  0.42
H -0.1184 0.8007 2.8244  0.48
O -0.3492 1.0652 3.7266  -1.04
H 1.0990 -3.1400 -2.8148  0.46
H 0.4962 -1.7566 -2.3536  0.49
O 0.6798 -2.6738 -2.0907  -0.98
H 0.8950 -0.1491 -1.5475  0.49
H 2.2120 0.2498 -2.2009  0.47
O 1.2956 0.0460 -2.4229  -1.00

Cartesian forces (eV/Å) of the 3 atoms listed first:
1.000 -4.009 -0.486
-0.941 2.956 -0.304
-0.222 0.081 1.036

Results
* E_LUMO (alpha / beta): 0.131 / 0.124 hartree
* charge: -1
* energy above the lowest of the compared OMol25 structures with the same formula, charge and spin: 96.53 kJ/mol
* 2S+1: 2
* E: -11584.7983 eV



4.
The following is a DFT calculation (the ωB97M-V functional and the def2-TZVPD basis) of 4 unconnected molecules or ions with the total composition C29H63ClNO4.

Last column: Mulliken spin population.
Atoms and positions in Å:
C 5.9199 0.0636 1.8116  0.00
C 4.7702 1.0667 1.7519  0.00
C 4.0617 1.1001 0.3875  0.00
C 3.6845 2.4946 -0.1272  0.00
C 2.1835 2.7921 -0.0630  0.00
C 1.8545 4.2572 -0.3667  0.00
C 0.6193 4.8211 0.3357  0.00
C 0.6251 4.7478 1.8596  0.00
C -0.7036 5.1975 2.4669  0.00
C -1.8115 4.1349 2.3328  0.00
C -2.9276 4.5931 1.3956  0.00
C -4.0712 3.5871 1.1151  -0.04
Cl -5.5576 4.6251 0.8256  0.00
C -3.7281 2.8340 -0.1729  0.08
C -4.5316 1.5695 -0.5147  -0.02
C -3.7514 0.7328 -1.5265  -0.01
C -5.8960 1.8542 -1.1448  0.01
N -4.6214 0.7552 0.7409  0.43
O -3.5723 0.0500 0.9456  0.53
C -5.1661 1.3626 2.0034  -0.03
C -4.9034 0.3532 3.1178  0.00
C -6.6854 1.5853 1.9608  0.02
C -4.3419 2.6344 2.2828  0.06
H 6.2419 -0.1190 2.8376  0.00
H 6.7830 0.4419 1.2594  0.00
H 5.6304 -0.8912 1.3671  0.00
H 5.1602 2.0635 1.9768  0.00
H 4.0554 0.8342 2.5456  0.00
H 3.1471 0.5019 0.4452  0.00
H 4.6949 0.5992 -0.3494  0.00
H 4.1582 3.2779 0.4760  0.00
H 4.0263 2.6334 -1.1553  0.00
H 1.6676 2.1496 -0.7792  0.00
H 1.8370 2.5124 0.9365  0.00
H 1.6858 4.3456 -1.4444  0.00
H 2.7191 4.8929 -0.1455  0.00
H 0.5187 5.8772 0.0622  0.00
H -0.2777 4.3222 -0.0519  0.00
H 1.4478 5.3526 2.2531  0.00
H 0.8131 3.7205 2.1837  0.00
H -0.5561 5.4519 3.5174  0.00
H -1.0281 6.1129 1.9598  0.00
H -1.3668 3.2030 1.9640  0.00
H -2.2302 3.9084 3.3141  0.00
H -3.3384 5.5310 1.7697  0.00
H -2.4809 4.8314 0.4249  0.00
H -2.6774 2.5388 -0.0814  -0.01
H -3.8016 3.5340 -1.0090  0.00
H -4.0590 -0.3097 -1.4628  -0.01
H -3.9654 1.0941 -2.5341  0.00
H -2.6772 0.7903 -1.3640  0.01
H -6.5502 2.4638 -0.5451  0.00
H -5.7378 2.3777 -2.0887  0.00
H -6.4003 0.9088 -1.3556  -0.01
H -5.2072 -0.6428 2.7941  0.00
H -5.4908 0.6219 3.9954  0.00
H -3.8493 0.3021 3.3788  0.00
H -7.1706 0.7598 1.4378  -0.02
H -7.0654 1.5956 2.9826  0.00
H -6.9822 2.5137 1.4953  0.00
H -3.3756 2.2903 2.6517  0.00
H -4.8269 3.1858 3.0933  0.00
C 2.8194 -1.6946 -2.8296  0.00
C 1.8552 -0.5460 -2.5948  0.00
C 0.7628 -0.4890 -3.6506  0.00
O 2.5480 0.7002 -2.5145  0.00
H 3.3240 -1.5768 -3.7937  0.00
H 3.5825 -1.7170 -2.0511  0.00
H 2.2975 -2.6513 -2.8258  0.00
H 1.3958 -0.6584 -1.6097  0.00
H 1.2024 -0.3391 -4.6410  0.00
H 0.0784 0.3361 -3.4529  0.00
H 0.1887 -1.4170 -3.6728  0.00
H 2.9809 0.8563 -3.3617  0.00
C -0.5083 -6.5594 -2.5826  0.00
C 0.2905 -5.5804 -1.7384  0.00
C -0.6073 -4.6514 -0.9382  0.00
O 1.1879 -4.8249 -2.5583  0.00
H -1.1320 -6.0179 -3.3001  0.00
H 0.1580 -7.2170 -3.1408  0.00
H -1.1628 -7.1715 -1.9610  0.00
H 0.9410 -6.1316 -1.0559  0.00
H -1.2339 -4.0584 -1.6115  0.00
H -0.0101 -3.9657 -0.3373  0.00
H -1.2643 -5.2128 -0.2730  0.00
H 0.6518 -4.3192 -3.1804  0.00
C 4.2079 -5.6841 -0.8553  0.00
C 4.2401 -6.3170 0.5247  0.00
C 5.5600 -7.0134 0.8125  0.00
O 3.1437 -7.2202 0.6883  0.00
H 4.3281 -6.4502 -1.6273  0.00
H 3.2512 -5.1904 -1.0239  0.00
H 5.0059 -4.9505 -0.9786  0.00
H 4.0682 -5.5468 1.2795  0.00
H 5.7279 -7.8156 0.0879  0.00
H 5.5536 -7.4518 1.8102  0.00
H 6.3959 -6.3162 0.7424  0.00
H 3.2501 -7.9275 0.0420  0.00

Cartesian forces (eV/Å) of the 3 atoms listed first:
-0.005 0.061 -0.034
-0.020 0.086 0.086
0.023 -0.069 -0.083

Results
* E_LUMO (alpha / beta): 0.022 / 0.019 hartree
* 2S+1: 2
* E: -53296.3114 eV